Below is a cluster of 12 separate species, C48H104O16 in total, with properties calculated with wB97M-V/def2-TZVPD.

Structure (XYZ):
```
168
C48H104O16 | the Open Molecules 2025 dataset | wB97M-V/def2-TZVPD
C 0.79167 -2.09809 -5.01631
C 2.06500 -1.27986 -4.84015
C 1.78497 0.10813 -5.30511
O 0.35309 0.14566 -5.38737
C -0.25697 -1.01833 -4.83299
H 0.74482 -2.93109 -4.31654
H 0.69297 -2.48124 -6.03542
H 2.99871 -1.67787 -5.25465
H 2.27595 -1.32850 -3.76370
H 2.13999 0.34992 -6.31807
H 2.17639 0.94494 -4.72923
H -1.11412 -1.28387 -5.45111
H -0.57255 -0.91101 -3.79113
C -1.49228 2.46066 6.04831
C -1.65279 1.65232 4.77421
C -2.75625 2.42116 4.05395
O -3.63029 2.75852 5.15205
C -2.92496 2.71282 6.39035
H -1.03458 3.41260 5.76822
H -0.92247 1.91931 6.79967
H -1.94303 0.60612 4.87570
H -0.68051 1.64518 4.26634
H -3.28282 1.72123 3.39864
H -2.47545 3.29306 3.46003
H -3.28200 1.95227 7.09355
H -3.02283 3.65828 6.93377
C -4.13385 -0.12911 -4.41907
C -3.88538 1.36012 -4.64233
C -5.31337 1.83147 -4.84614
O -6.07328 1.11357 -3.86673
C -5.48228 -0.15829 -3.66105
H -3.25936 -0.64716 -4.02566
H -4.36595 -0.63517 -5.36163
H -3.32370 1.56831 -5.55490
H -3.40389 1.86504 -3.80625
H -5.68466 1.66413 -5.86266
H -5.48838 2.88279 -4.60807
H -6.15150 -0.92710 -4.05884
H -5.31496 -0.36738 -2.59959
C 5.95431 -2.39764 1.83784
C 6.70220 -2.63968 0.51416
C 5.65086 -2.22222 -0.50228
O 5.08350 -1.05907 0.08005
C 5.02233 -1.22148 1.49452
H 6.62378 -2.08494 2.63516
H 5.45830 -3.35230 2.01162
H 6.96756 -3.68013 0.31709
H 7.59111 -2.01459 0.41046
H 4.85182 -2.98168 -0.48311
H 5.96943 -2.09889 -1.53375
H 3.99804 -1.34946 1.85721
H 5.41696 -0.28680 1.89783
C -5.27723 -0.73711 3.41642
C -6.05798 -2.05762 3.37090
C -4.97259 -3.12168 3.53404
O -3.71310 -2.45580 3.57122
C -3.88949 -1.20460 2.94566
H -5.21677 -0.22997 4.37953
H -5.69071 0.02876 2.75638
H -6.55724 -2.16462 2.40997
H -6.82182 -2.05863 4.14841
H -4.97296 -3.80012 2.66610
H -5.00315 -3.85310 4.34466
H -3.82480 -1.26679 1.85073
H -3.07480 -0.55744 3.28148
C 1.33736 2.33061 -2.66816
C 1.88369 3.17073 -1.53081
C 0.67405 3.78536 -0.86557
O -0.19528 3.97932 -1.98792
C -0.12404 2.79742 -2.77193
H 1.32765 1.24871 -2.52777
H 1.95880 2.55603 -3.53361
H 2.55233 3.92149 -1.94606
H 2.46080 2.46451 -0.92528
H 0.86756 4.77455 -0.44700
H 0.35663 3.18257 -0.00724
H -0.52205 2.83696 -3.78976
H -0.87581 2.14076 -2.31204
C 0.93386 -4.28944 3.33082
C 0.11609 -3.90498 4.54254
C -0.64088 -2.69606 4.01465
O 0.35149 -2.00572 3.23121
C 1.25644 -2.94483 2.65520
H 0.24753 -4.76323 2.62121
H 1.79315 -4.93445 3.49841
H 0.66567 -3.67548 5.45565
H -0.60180 -4.68222 4.82039
H -1.09320 -2.07259 4.78756
H -1.47141 -2.87825 3.33125
H 2.26001 -2.61406 2.94659
H 1.19637 -2.97073 1.56560
C -4.77804 3.72204 1.15047
C -4.79657 4.40069 -0.22139
C -6.22868 4.03692 -0.62682
O -6.53113 2.75598 -0.01623
C -5.44321 2.39457 0.80835
H -5.43426 4.28275 1.81627
H -3.77512 3.64708 1.56763
H -3.99525 4.18800 -0.92524
H -4.77408 5.48888 -0.10086
H -6.38419 4.02288 -1.70768
H -6.98523 4.70858 -0.21446
H -4.69065 1.74381 0.35661
H -5.73736 1.93773 1.75697
C 5.13872 1.25630 -2.08150
O 5.03333 2.63722 -2.36424
C 5.71560 3.08660 -3.51504
C 4.71055 3.23980 -4.69556
O 4.32752 1.95113 -5.15899
C 5.21195 1.40255 -6.11152
H 6.17975 0.97372 -1.90529
H 4.80940 0.59369 -2.89509
H 4.42127 1.05360 -1.29202
H 6.45266 2.34715 -3.84667
H 6.22550 4.01908 -3.26877
H 5.18729 3.76029 -5.53221
H 3.84536 3.77712 -4.31566
H 4.77239 0.45175 -6.40506
H 6.19748 1.19644 -5.67786
H 5.35471 2.07653 -6.96079
C -2.23822 -6.70677 -0.59063
O -2.28371 -5.30657 -0.75570
C -1.30270 -4.75923 -1.62564
C -1.64550 -3.26572 -1.76539
O -2.50443 -3.00007 -2.86072
C -3.88132 -3.24440 -2.60380
H -2.30126 -7.25325 -1.53973
H -3.13382 -6.92829 -0.01547
H -1.31408 -7.03227 -0.10451
H -1.41861 -5.26982 -2.58810
H -0.31112 -4.87052 -1.16935
H -0.75613 -2.67011 -1.96260
H -2.13990 -3.00842 -0.82432
H -4.02350 -4.32143 -2.54131
H -4.39119 -2.79677 -3.45772
H -4.30424 -2.70078 -1.75304
C 2.82358 1.60259 3.00258
O 2.69670 1.33270 4.36908
C 3.82294 0.66070 4.93086
C 5.03464 1.50164 5.22627
O 6.06250 1.15869 4.28456
C 7.16911 2.00768 4.38767
H 1.95756 2.18113 2.67449
H 2.85300 0.74691 2.31686
H 3.71917 2.19841 2.78862
H 3.97937 -0.27350 4.39077
H 3.41521 0.36961 5.90421
H 5.44268 1.24869 6.21700
H 4.91825 2.59029 5.26697
H 7.60662 2.04422 5.39589
H 6.93668 3.05606 4.15168
H 7.93143 1.66574 3.68857
C -2.48389 0.44450 -0.52899
O -1.37798 1.24710 -0.13243
C -0.63862 0.60790 0.89932
C 0.68124 0.03578 0.43782
O 0.55111 -1.05323 -0.44285
C 1.80758 -1.36457 -1.02593
H -2.09014 -0.48804 -0.94750
H -3.09933 0.95067 -1.26855
H -3.09378 0.17013 0.33686
H -1.23615 -0.18077 1.36613
H -0.39317 1.33669 1.67725
H 1.21488 -0.25062 1.35607
H 1.28225 0.83348 -0.02086
H 2.60615 -1.43571 -0.28094
H 2.14245 -0.66530 -1.79537
H 1.64632 -2.36092 -1.44574
```

## Properties
maximum force: 0.046 hartree/bohr
HOMO: -8.98 eV
frontier orbital gap: 9.5 eV
SMILES string: C1CCOC1.C1CCOC1.C1CCOC1.C1CCOC1.C1CCOC1.C1CCOC1.C1CCOC1.C1CCOC1.COCCOC.COCCOC.COCCOC.COCCOC
multiplicity: 1